1.
One molecule with the formula C19H22FN5O, computed with ωB97M-V with the def2-TZVPD basis set.

Element x y z (Å)
F: -0.88 -2.27 -7.40
N: 2.34 -0.58 -0.97
N: 2.70 -0.54 0.39
O: 0.86 0.33 0.32
C: 1.17 0.00 -0.95
C: 1.84 -0.01 1.20
C: -2.70 1.00 -4.90
C: -2.74 -0.20 -5.51
C: -0.50 1.61 -1.90
C: -1.48 1.84 -2.86
C: -0.18 -0.57 -2.91
C: 0.21 0.41 -2.00
C: -1.79 0.92 -3.82
C: -1.18 -0.33 -3.89
N: -1.86 -1.11 -4.84
N: 0.55 -0.06 5.22
N: 1.75 0.42 2.61
C: -0.54 -2.70 -6.20
C: -1.54 -2.50 -5.10
C: 1.70 -0.92 4.76
C: 2.53 -0.24 3.62
C: 0.97 1.31 5.57
C: -0.70 -0.16 4.52
C: 0.97 2.11 4.28
C: -0.58 0.47 3.22
C: 0.64 1.28 3.03
H: -2.93 1.99 -5.28
H: -3.28 -0.34 -6.46
H: -0.14 2.26 -1.11
H: -2.01 2.84 -2.83
H: 0.34 -1.58 -2.84
H: 0.29 -2.15 -5.99
H: -0.25 -3.79 -6.33
H: -2.42 -3.06 -5.35
H: -1.14 -3.03 -4.22
H: 1.38 -1.83 4.32
H: 2.34 -1.16 5.65
H: 3.04 -1.03 3.05
H: 3.11 0.54 4.04
H: 1.96 1.40 6.03
H: 0.36 1.77 6.23
H: -0.99 -1.20 4.36
H: -1.49 0.27 5.06
H: 0.14 2.82 4.28
H: 1.87 2.72 4.16
H: -0.89 -0.26 2.43
H: -1.33 1.29 3.09
H: 0.51 2.00 2.21

- SMILES = FCCn1ccc2ccc(-c3nnc(N4CCN5CCC4CC5)o3)cc21
- multiplicity = 1
- charge = 0

---

2.
One molecule with the formula C19H22N2O2S, computed with ωB97M-V with the def2-TZVPD basis set.

Element x y z (Å)
C: -4.35 -0.44 2.94
C: -3.22 -0.68 1.99
C: -2.03 -1.25 2.42
C: -0.98 -1.44 1.54
C: -1.09 -1.05 0.21
C: -2.29 -0.48 -0.25
C: -3.33 -0.31 0.66
H: -4.25 0.14 0.31
C: -2.48 -0.06 -1.68
H: -1.81 0.77 -1.91
H: -3.50 0.27 -1.84
H: -2.28 -0.89 -2.36
N: -0.04 -1.19 -0.71
C: 1.23 -1.61 -0.48
O: 1.64 -2.03 0.58
C: 2.20 -1.56 -1.67
C: 3.47 -0.84 -1.19
H: 3.85 -1.34 -0.30
C: 3.15 0.63 -0.87
N: 1.89 1.01 -1.47
C: 0.85 1.66 -0.89
O: -0.11 2.03 -1.56
C: 0.86 1.91 0.56
C: 1.15 1.12 1.63
C: 0.82 1.72 2.86
C: 0.27 2.95 2.71
S: 0.13 3.40 1.06
H: -0.06 3.63 3.47
H: 0.98 1.24 3.81
H: 1.55 0.12 1.57
C: 1.80 0.62 -2.86
C: 1.73 -0.91 -2.97
H: 0.73 -1.25 -3.25
H: 2.39 -1.24 -3.78
H: 2.68 1.01 -3.38
H: 0.91 1.10 -3.28
H: 3.94 1.28 -1.27
H: 3.10 0.80 0.21
H: 4.23 -0.90 -1.97
H: 2.46 -2.61 -1.87
H: -0.25 -0.79 -1.61
H: -0.07 -1.90 1.88
H: -1.92 -1.56 3.45
H: -4.27 -1.09 3.81
H: -5.31 -0.62 2.46
H: -4.34 0.60 3.29

- SMILES = Cc1ccc(NC(=O)C2CCN(C(=O)c3cccs3)CC2)c(C)c1
- multiplicity = 1
- charge = 0

---

3.
One molecule with the formula C19H22N2O4S, computed with ωB97M-V with the def2-TZVPD basis set.

Element x y z (Å)
C: 4.24 -2.04 -3.78
C: 2.95 -1.22 -3.89
O: 1.77 -2.00 -3.99
C: 1.32 -2.60 -2.80
O: 2.07 -3.73 -2.44
C: 2.11 -4.80 -3.38
C: 1.23 -5.97 -2.97
H: 1.40 -6.80 -3.66
H: 1.49 -6.29 -1.97
H: 0.18 -5.71 -2.99
H: 1.84 -4.42 -4.37
H: 3.16 -5.12 -3.41
C: -0.17 -2.88 -2.97
H: -0.32 -3.51 -3.85
H: -0.53 -3.40 -2.09
C: -0.99 -1.60 -3.18
N: -0.91 -0.70 -2.04
C: -1.79 -0.80 -1.01
O: -2.74 -1.55 -1.00
C: -1.52 0.11 0.12
C: -2.29 0.23 1.24
C: -1.79 1.17 2.16
C: -0.63 1.79 1.72
C: 0.06 2.78 2.48
C: 1.23 3.42 2.07
C: 1.82 4.37 2.87
C: 1.25 4.70 4.10
C: 0.10 4.08 4.53
C: -0.52 3.11 3.73
N: -1.66 2.49 4.14
C: -2.38 1.52 3.45
O: -3.39 1.05 3.92
H: -2.05 2.75 5.04
H: -0.34 4.34 5.48
H: 1.72 5.45 4.72
H: 2.72 4.87 2.55
H: 1.66 3.16 1.11
S: -0.15 1.19 0.18
H: -3.18 -0.35 1.41
H: -0.11 -0.11 -1.96
H: -0.63 -1.07 -4.06
H: -2.04 -1.86 -3.30
H: 1.48 -1.91 -1.95
H: 2.97 -0.63 -4.82
H: 2.87 -0.54 -3.04
H: 4.33 -2.72 -4.62
H: 4.23 -2.62 -2.86
H: 5.09 -1.37 -3.77

- SMILES = CCOC(CCNC(=O)c1cc2c(=O)[nH]c3ccccc3c2s1)OCC
- multiplicity = 1
- charge = 0

---

4.
One molecule with the formula C19H22N2O5S, computed with ωB97M-V with the def2-TZVPD basis set.

Element x y z (Å)
C: -3.50 -0.18 1.76
H: -3.03 0.75 2.10
O: -2.92 -0.65 0.57
C: -1.62 -1.08 0.58
C: -0.76 -0.84 1.64
C: 0.56 -1.28 1.63
C: 1.05 -1.98 0.54
C: 0.19 -2.22 -0.52
C: -1.13 -1.79 -0.53
O: -1.80 -2.13 -1.66
C: -3.21 -1.98 -1.78
H: -3.73 -2.44 -0.94
H: -3.50 -0.93 -1.87
H: -3.46 -2.50 -2.70
H: 0.53 -2.78 -1.38
C: 2.45 -2.54 0.52
H: 2.92 -2.39 1.50
H: 2.39 -3.62 0.34
C: 3.33 -1.93 -0.57
N: 3.74 -0.58 -0.25
C: 3.60 0.45 -1.11
O: 3.02 0.35 -2.17
C: 4.19 1.75 -0.61
H: 4.81 1.63 0.28
H: 4.78 2.21 -1.41
S: 2.89 2.99 -0.26
C: 1.79 2.04 0.87
C: 0.39 2.03 0.34
C: -0.63 2.66 1.04
C: -1.93 2.62 0.59
C: -2.21 1.94 -0.59
C: -1.20 1.34 -1.33
C: 0.10 1.39 -0.86
H: 0.89 0.93 -1.44
H: -1.44 0.83 -2.25
N: -3.58 1.81 -1.01
O: -3.80 1.21 -2.05
O: -4.44 2.30 -0.31
H: -2.73 3.11 1.12
H: -0.40 3.19 1.96
H: 2.18 1.03 0.92
H: 1.84 2.52 1.85
H: 4.29 -0.47 0.59
H: 2.79 -1.87 -1.52
H: 4.22 -2.56 -0.71
H: 1.18 -1.08 2.48
H: -1.11 -0.30 2.51
H: -3.44 -0.94 2.56
H: -4.54 0.01 1.53

- SMILES = COc1ccc(CCNC(=O)CSCc2ccc([N+](=O)[O-])cc2)cc1OC
- multiplicity = 1
- charge = 0

---

5.
One molecule with the formula C19H22N4O2, computed with ωB97M-V with the def2-TZVPD basis set.

Element x y z (Å)
N: 0.64 1.34 -6.23
O: 1.67 1.91 2.98
O: 1.58 -0.18 -0.14
C: 1.20 1.70 -5.31
C: 0.89 1.05 2.63
C: 1.26 1.01 0.16
C: -0.88 -4.53 3.98
C: 0.03 -3.90 2.98
C: -1.80 -3.80 4.67
C: 0.08 -2.47 2.94
C: -1.84 -2.41 4.43
C: -0.89 -1.71 3.64
N: 0.34 0.34 3.61
N: 1.84 1.95 -4.22
N: 1.69 2.08 -0.71
C: 0.19 1.24 1.30
C: 1.38 3.47 -0.50
C: -1.01 -0.27 3.59
C: -1.07 0.31 1.10
C: -1.85 0.21 2.39
C: 1.76 1.01 -3.08
C: 2.16 3.29 -3.76
C: 2.54 4.00 -1.36
C: 2.46 1.69 -1.92
C: 2.98 2.98 -2.48
H: -0.64 -5.56 4.27
H: 0.66 -4.55 2.42
H: -2.42 -4.15 5.50
H: 0.89 -2.02 2.37
H: -2.69 -1.77 4.83
H: 0.97 0.22 4.46
H: -0.11 2.29 1.34
H: 0.46 3.79 -0.95
H: 1.30 3.92 0.49
H: -1.59 0.08 4.44
H: -0.65 -0.67 0.86
H: -1.68 0.71 0.25
H: -2.85 -0.24 2.16
H: -2.17 1.14 2.76
H: 0.71 0.79 -2.85
H: 2.31 0.04 -3.19
H: 2.77 3.86 -4.52
H: 1.18 3.76 -3.57
H: 3.48 4.10 -0.89
H: 2.19 4.98 -1.69
H: 3.37 1.07 -1.53
H: 4.05 2.77 -2.77

- SMILES = N#CN1C[C@H]2CCN(C(=O)[C@H]3CC[C@@H](c4ccccc4)NC3=O)[C@H]2C1
- multiplicity = 1
- charge = 0

---

Summary of ΔE to the lowest compared entry with this formula, charge and spin in kcal per mole
82.65, 12.06, 3.30, 100.39, 95.48
(order as listed above)